# 1
33
Properties=species:S:1:pos:R:3:nbo_charge:R:1 method="wB97M-V/def2-TZVPD" spin_multiplicity=1 e_lumo_ev=-0.1692 smiles=O.O.O.O.O.O.O.O.O.O.O total_charge=0 gap_ev=10.57 e_tot_ha=-840.804831
O -1.75 -0.70 -1.75 -0.94
H -1.06 -1.31 -1.93 0.48
H -1.78 -0.23 -2.59 0.49
O -2.95 0.07 1.31 -0.97
H -3.87 0.02 1.58 0.49
H -2.69 0.98 1.52 0.48
O 2.21 -0.13 -1.15 -0.96
H 1.81 -0.33 -1.99 0.48
H 2.98 0.41 -1.37 0.51
O -0.03 0.41 0.14 -1.00
H -0.76 0.04 -0.34 0.49
H 0.75 0.08 -0.29 0.50
O 2.85 0.28 1.70 -0.93
H 2.92 0.66 2.58 0.49
H 3.75 0.19 1.34 0.48
O -0.21 1.91 -2.20 -1.01
H -0.10 1.30 -1.47 0.49
H -0.87 2.64 -2.16 0.49
O -4.25 -1.48 -0.45 -0.96
H -4.47 -0.96 -1.24 0.46
H -3.39 -1.14 -0.21 0.49
O 3.50 -2.61 -0.75 -0.94
H 4.06 -2.42 -1.47 0.45
H 2.93 -1.87 -0.73 0.48
O 2.70 2.56 0.33 -0.99
H 1.78 2.86 0.45 0.48
H 2.81 1.76 0.85 0.47
O -0.18 1.73 2.60 -0.97
H -0.02 1.25 1.76 0.50
H -0.98 1.27 2.88 0.45
O -1.76 -2.66 0.80 -0.96
H -2.53 -2.83 1.28 0.48
H -1.39 -1.76 0.97 0.49

# 2
33
Properties=species:S:1:pos:R:3:nbo_charge:R:1 method="wB97M-V/def2-TZVPD" spin_multiplicity=1 e_lumo_ev=0.0275 total_charge=0 gap_ev=8.39 e_tot_ha=-840.551777
H -0.90 1.64 -0.92 0.47
H 0.33 1.14 -0.18 0.46
H -4.94 -1.17 -1.33 0.46
H -4.51 -0.32 -0.14 0.46
H -4.94 2.45 -1.09 0.46
H -5.05 1.57 0.14 0.46
H -1.23 -1.93 -1.54 0.47
H -1.89 -2.77 -0.46 0.45
H 1.23 -3.04 -1.16 0.47
H 1.26 -1.59 -1.63 0.43
H 3.77 1.12 0.07 0.50
H 5.18 0.88 -0.46 0.45
H 2.99 3.14 -0.60 0.49
H 2.90 1.89 -1.47 0.50
H -2.48 -1.78 1.66 0.47
H -2.06 -0.34 1.88 0.48
H 0.65 3.54 1.64 0.46
H 0.70 2.86 0.28 0.47
H 2.62 -1.37 1.55 0.49
H 2.51 0.14 1.52 0.46
H 1.96 -3.37 1.14 0.44
H 3.07 -3.03 0.15 0.47
O -0.63 1.05 -0.20 -0.93
O -4.85 -1.19 -0.37 -0.93
O -5.48 2.31 -0.31 -0.92
O -1.05 -2.36 -0.69 -0.93
O 1.15 -2.13 -0.84 -0.88
O 4.38 1.40 -0.63 -0.98
O 2.71 2.22 -0.58 -0.96
O -2.82 -0.93 1.94 -0.95
O 0.12 3.39 0.85 -0.94
O 3.15 -0.57 1.47 -0.96
O 2.13 -2.87 0.32 -0.91

# 3
33
Properties=species:S:1:pos:R:3:nbo_charge:R:1 method="wB97M-V/def2-TZVPD" spin_multiplicity=1 e_lumo_ev=-0.2873 smiles=O.O.O.O.O.O.O.O.O.O.O total_charge=0 gap_ev=10.83 e_tot_ha=-840.754719
O 0.35 -0.77 0.38 -0.90
H 0.75 0.10 0.51 0.46
H -0.60 -0.58 0.33 0.44
O -0.13 -4.77 -2.77 -0.94
H -0.14 -4.01 -2.18 0.47
H 0.70 -4.68 -3.26 0.47
O -1.62 -0.50 -2.16 -0.94
H -1.81 -1.17 -2.83 0.49
H -1.74 -0.96 -1.33 0.44
O -3.48 -2.26 -2.56 -0.95
H -3.25 -2.91 -1.88 0.47
H -4.20 -1.75 -2.17 0.48
O 0.46 3.23 -1.10 -0.96
H 0.74 3.98 -0.57 0.47
H 0.60 3.52 -2.01 0.48
O 0.40 4.16 1.55 -0.92
H 0.36 3.20 1.70 0.45
H -0.25 4.31 0.86 0.47
O 3.60 -1.24 -2.07 -0.94
H 3.66 -0.43 -1.56 0.47
H 2.66 -1.47 -2.04 0.47
O 1.54 -1.79 2.54 -0.93
H 2.14 -1.29 3.10 0.46
H 1.97 -2.64 2.43 0.47
O -2.99 -0.28 1.34 -0.92
H -2.34 -0.40 0.65 0.44
H -2.51 -0.44 2.16 0.48
O -0.70 1.68 3.20 -0.91
H -0.62 1.91 2.26 0.44
H 0.20 1.79 3.54 0.47
O 2.37 2.23 1.57 -0.92
H 2.22 2.66 0.72 0.48
H 1.66 1.58 1.63 0.44

# 4
33
Properties=species:S:1:pos:R:3:nbo_charge:R:1 method="wB97M-V/def2-TZVPD" spin_multiplicity=2 e_lumo_ev="-3.1992 / -10.8202" total_charge=+1 gap_ev="11.25 / 2.92" e_tot_ha=-840.437680
O 2.27 -0.08 2.23 -0.43
H 2.13 -1.01 2.43 0.50
H 1.58 0.14 1.61 0.50
O -2.32 0.91 0.42 -1.00
H -2.27 0.89 -0.54 0.52
H -3.11 1.42 0.61 0.51
O 0.44 -2.57 2.45 -1.01
H -0.19 -1.85 2.39 0.50
H 0.07 -3.15 3.12 0.51
O -1.61 -0.75 2.37 -1.00
H -2.39 -0.86 2.93 0.49
H -1.90 -0.15 1.69 0.50
O -2.15 0.39 -2.41 -0.97
H -1.92 0.94 -3.15 0.49
H -1.41 -0.22 -2.32 0.49
O 0.40 0.52 0.19 -0.93
H -0.49 0.84 0.36 0.50
H 0.31 -0.43 0.10 0.47
O 0.72 -2.19 -0.44 -0.97
H -0.19 -2.43 -0.63 0.49
H 0.78 -2.20 0.52 0.50
O -0.17 3.98 0.60 -0.94
H 0.09 3.42 1.34 0.47
H -0.75 4.63 0.99 0.48
O 0.22 2.74 -2.13 -0.85
H -0.01 1.99 -2.68 0.45
H -0.45 2.74 -1.44 0.48
O 0.07 -1.39 -3.04 -0.94
H 0.22 -1.71 -2.16 0.47
H 0.82 -0.81 -3.21 0.48
O 3.73 -0.86 -0.75 -0.73
H 3.05 -1.43 -0.38 0.47
H 4.40 -1.46 -1.07 0.49

# 5
34
Properties=species:S:1:pos:R:3:nbo_charge:R:1 method="wB97M-V/def2-TZVPD" spin_multiplicity=1 e_lumo_ev=-2.9101 total_charge=+1 gap_ev=10.69 e_tot_ha=-841.067339
O -0.37 -0.39 -3.01 -1.00
H -0.75 -1.07 -3.74 0.51
H 1.93 -3.58 -1.03 0.47
O -0.65 0.58 -0.98 -0.88
H -1.25 0.71 -1.84 0.58
H -0.07 -1.69 3.63 0.48
O 0.93 2.45 2.47 -0.96
H 1.61 0.49 0.10 0.47
H -2.81 -1.85 3.51 0.48
O 2.06 4.00 -1.16 -0.93
H 1.16 4.14 -1.45 0.46
H 2.52 0.00 -3.35 0.50
O 0.98 -3.63 -0.80 -0.94
H -2.14 -2.75 2.57 0.47
H -1.20 0.61 -0.05 0.56
O -1.77 1.42 1.29 -0.95
H -1.04 1.87 1.69 0.53
H 0.85 2.00 3.30 0.48
O 0.51 -1.35 3.01 -0.95
H 1.71 2.97 2.84 0.49
O 2.08 -0.18 -2.50 -0.98
H 2.48 -0.86 -1.94 0.52
H -0.24 -0.37 -1.31 0.58
O -3.27 -0.07 -0.95 -0.96
H 0.22 -1.55 2.12 0.47
H -4.15 0.08 -1.38 0.49
O 2.17 -0.30 -0.01 -0.95
H -3.50 -0.72 -0.40 0.47
H 2.45 0.03 0.82 0.48
O -1.98 -1.89 2.94 -0.95
H 2.43 3.67 -2.08 0.47
H -2.34 1.86 0.65 0.51
H 0.92 -3.97 0.00 0.46
H 0.51 -0.64 -2.96 0.50

# 6
35
Properties=species:S:1:pos:R:3:nbo_charge:R:1 method="wB97M-V/def2-TZVPD" spin_multiplicity=1 e_lumo_ev=3.0791 total_charge=-1 gap_ev=9.99 e_tot_ha=-916.822404
O 1.45 -1.18 2.66 -1.03
H 1.54 -1.70 3.43 0.47
H 1.39 -1.85 1.86 0.51
O 3.13 -1.29 -0.70 -1.00
H 4.03 -1.52 -0.64 0.47
H 2.99 -0.52 -0.08 0.51
O -1.43 2.99 -0.75 -0.99
H -1.98 2.52 -0.16 0.49
O -1.54 1.19 -2.72 -1.03
H -0.70 0.75 -2.44 0.51
H -1.60 2.00 -2.12 0.50
O -0.76 -1.51 -0.29 -1.09
H -1.62 -1.44 -0.59 0.49
H -0.21 -0.78 -1.00 0.50
O 0.75 1.77 0.22 -1.05
H 0.17 1.30 0.85 0.50
H -0.57 2.69 -0.45 0.49
O -0.72 0.10 1.73 -1.05
H -0.06 -0.29 2.31 0.51
H -0.86 -0.53 0.97 0.50
O 0.50 0.11 -1.66 -1.13
H 1.29 -0.23 -2.02 0.48
H 0.66 1.16 -0.63 0.51
O -2.91 1.35 0.80 -1.01
H -2.22 0.95 1.30 0.49
H -3.04 0.65 0.08 0.49
O 2.92 0.54 1.19 -1.04
H 2.17 1.16 0.85 0.51
H 2.49 -0.03 1.88 0.50
O -2.99 -0.36 -1.28 -1.03
H -3.77 -0.54 -1.78 0.47
H -2.37 0.21 -1.85 0.51
O 1.38 -2.83 0.64 -1.00
H 0.49 -2.51 0.27 0.52
H 2.01 -2.34 0.11 0.50

# 7
37
Properties=species:S:1:pos:R:3:nbo_charge:R:1 method="wB97M-V/def2-TZVPD" spin_multiplicity=1 e_lumo_ev=-0.4468 total_charge=0 gap_ev=9.65 e_tot_ha=-920.185418
He -0.30 0.23 0.16 0.00
O 1.98 -2.63 1.98 -0.95
H 1.88 -1.95 1.32 0.48
H 2.07 -2.15 2.80 0.47
O 0.58 0.74 -3.27 -0.94
H 1.05 0.22 -3.92 0.47
H 1.10 0.66 -2.47 0.47
O -1.05 -3.74 -0.88 -0.96
H -0.13 -4.02 -0.90 0.47
H -1.08 -2.99 -1.46 0.50
O -1.29 -0.31 3.65 -0.97
H -1.61 -0.97 3.03 0.48
H -0.56 0.12 3.20 0.48
O 2.76 -1.18 -0.40 -0.96
H 2.50 -1.75 -1.13 0.47
H 2.77 -0.30 -0.77 0.48
O 0.25 1.97 2.39 -0.98
H -0.10 2.24 1.54 0.50
H -0.20 2.53 3.03 0.48
O -3.34 -0.10 0.42 -0.96
H -2.70 -0.75 0.71 0.49
H -4.16 -0.58 0.37 0.47
O 2.83 1.57 -1.04 -0.97
H 3.65 2.01 -1.28 0.50
H 2.79 1.63 -0.09 0.50
O 0.86 3.66 -1.48 -0.96
H 1.60 3.09 -1.26 0.49
H 1.26 4.48 -1.77 0.48
O -1.79 -2.44 1.57 -0.99
H -1.50 -2.77 0.71 0.50
H -2.08 -3.22 2.04 0.48
O -1.59 -1.07 -2.22 -0.98
H -1.96 -0.52 -1.53 0.49
H -0.80 -0.62 -2.50 0.48
O -1.17 2.87 0.18 -0.99
H -2.01 2.89 -0.27 0.49
H -0.54 3.17 -0.48 0.50

# 8
37
Properties=species:S:1:pos:R:3:nbo_charge:R:1 method="wB97M-V/def2-TZVPD" spin_multiplicity=1 e_lumo_ev=-0.0572 total_charge=0 gap_ev=10.62 e_tot_ha=-920.174695
He -13.78 16.74 3.34 0.00
O -10.35 16.16 3.50 -0.98
H -10.28 17.00 3.96 0.50
H -9.65 16.18 2.85 0.47
O -14.63 16.95 -0.84 -0.97
H -14.02 16.22 -0.97 0.46
H -15.24 16.63 -0.18 0.49
O -12.35 16.37 5.77 -0.96
H -12.09 15.86 5.01 0.48
H -13.30 16.46 5.67 0.47
O -16.00 17.71 3.64 -0.98
H -15.91 17.33 2.77 0.50
H -16.77 18.28 3.58 0.48
O -12.33 18.13 1.27 -0.97
H -11.95 17.40 1.76 0.48
H -12.98 17.72 0.69 0.48
O -10.03 18.77 4.70 -0.95
H -10.92 19.12 4.79 0.49
H -9.62 19.34 4.04 0.47
O -17.14 14.54 4.65 -0.98
H -16.40 15.07 4.92 0.48
H -17.63 14.37 5.45 0.48
O -15.89 16.01 1.40 -0.98
H -16.84 16.01 1.27 0.49
H -15.69 15.11 1.67 0.52
O -14.31 20.28 1.87 -0.95
H -13.74 19.51 1.81 0.49
H -15.17 19.96 1.60 0.45
O -15.89 13.20 2.45 -0.99
H -16.23 13.65 3.23 0.50
H -15.53 12.38 2.79 0.48
O -14.06 19.42 6.75 -0.92
H -13.82 19.55 7.67 0.47
H -14.55 18.60 6.74 0.46
O -15.07 15.86 5.64 -0.95
H -15.28 16.44 4.90 0.51
H -15.48 16.28 6.40 0.48

# 9
37
Properties=species:S:1:pos:R:3:nbo_charge:R:1 method="wB97M-V/def2-TZVPD" spin_multiplicity=1 e_lumo_ev=-0.0281 total_charge=0 gap_ev=10.84 e_tot_ha=-3670.896611
Kr 0.28 0.15 -0.17 0.00
O -3.07 -1.80 -1.63 -0.97
H -3.72 -2.22 -2.19 0.48
H -2.36 -2.44 -1.57 0.49
O -2.66 2.73 -2.16 -0.98
H -2.86 2.09 -1.47 0.50
H -2.20 3.44 -1.71 0.47
O 3.23 -1.35 1.25 -0.96
H 2.45 -1.12 1.76 0.49
H 3.94 -0.87 1.68 0.47
O -0.59 -2.85 1.88 -0.96
H -1.42 -2.52 2.21 0.48
H -0.64 -2.74 0.93 0.51
O -0.44 -2.89 -1.05 -0.97
H -0.25 -3.66 -1.60 0.49
H -0.24 -2.15 -1.61 0.50
O 1.21 -1.31 3.25 -0.99
H 0.63 -1.84 2.71 0.51
H 0.72 -1.18 4.07 0.49
O 2.90 2.65 -0.47 -0.94
H 2.35 2.56 -1.25 0.48
H 3.66 2.10 -0.64 0.46
O -3.72 0.70 -0.58 -0.97
H -3.55 -0.16 -0.95 0.50
H -3.41 0.64 0.33 0.47
O 1.10 1.50 3.09 -0.98
H 1.95 1.88 2.87 0.47
H 1.24 0.56 3.05 0.49
O -1.02 0.77 -4.08 -0.96
H -1.32 1.17 -4.90 0.47
H -1.24 1.41 -3.40 0.49
O 3.45 -1.24 -1.57 -0.95
H 2.91 -1.35 -0.79 0.49
H 4.15 -0.64 -1.31 0.46
O -0.79 3.39 1.77 -0.96
H -0.49 2.56 2.13 0.49
H -0.19 4.04 2.14 0.47

# 10
43
Properties=species:S:1:pos:R:3:nbo_charge:R:1 method="wB97M-V/def2-TZVPD" spin_multiplicity=1 e_lumo_ev=-3.6724 total_charge=0 gap_ev=5.73 e_tot_ha=-1941.104248
Na -1.52 3.32 -0.66 0.97
Na -3.20 0.45 -0.42 0.97
S 0.08 0.05 -0.10 2.68
O 0.49 -0.83 1.01 -1.07
O 1.24 0.71 -0.66 -1.07
O -0.50 -0.84 -1.11 -1.14
O -0.90 1.07 0.33 -1.19
O -2.14 1.33 2.68 -0.95
H -3.00 1.75 2.53 0.45
H -1.73 1.22 1.78 0.49
O 0.20 1.94 -3.15 -0.93
H 0.49 1.28 -2.50 0.51
H -0.76 1.97 -3.08 0.42
O 1.64 -1.31 3.38 -0.96
H 1.03 -1.03 4.07 0.46
H 1.11 -1.29 2.55 0.49
O 0.61 -3.31 -0.10 -0.97
H 0.68 -2.41 0.28 0.47
H 0.43 -3.14 -1.04 0.47
O 3.28 -1.31 -0.08 -0.95
H 3.83 -0.57 0.20 0.47
H 2.41 -1.12 0.31 0.46
O 3.72 1.68 -0.05 -0.97
H 2.92 1.36 -0.51 0.49
H 3.43 1.85 0.85 0.47
O -2.81 -2.01 -0.57 -1.04
H -1.87 -1.94 -0.83 0.52
H -2.98 -2.95 -0.50 0.50
O -1.64 -1.47 -3.49 -0.96
H -1.12 -1.24 -2.71 0.49
H -2.06 -0.65 -3.77 0.45
O -2.17 -1.62 2.47 -0.96
H -1.23 -1.49 2.32 0.49
H -2.47 -2.14 1.72 0.47
O 1.00 3.38 -0.02 -1.01
H 1.57 3.71 -0.73 0.48
H 1.10 2.42 -0.06 0.50
O -0.23 3.43 2.83 -0.94
H -0.83 2.68 2.95 0.49
H -0.76 4.10 2.40 0.44
O 1.22 -2.53 -2.74 -0.94
H 0.75 -1.80 -2.28 0.47
H 0.68 -2.71 -3.51 0.47

# 11
36
Properties=species:S:1:pos:R:3:nbo_charge:R:1 method="wB97M-V/def2-TZVPD" spin_multiplicity=1 e_lumo_ev=0.0081 smiles=O.O.O.O.O.O.O.O.O.O.O.O total_charge=0 gap_ev=11.43 e_tot_ha=-917.300990
O 2.25 -2.19 1.42 -0.98
H 1.67 -1.49 1.13 0.49
H 1.77 -2.74 2.02 0.47
O 0.33 2.64 2.29 -1.00
H 0.44 2.96 1.37 0.50
H -0.54 2.16 2.39 0.51
O 0.56 -0.39 0.23 -0.99
H -0.35 -0.28 0.44 0.50
H 0.94 0.46 0.49 0.49
O 2.23 1.06 -1.91 -0.97
H 2.65 0.80 -1.11 0.48
H 1.48 0.40 -1.99 0.50
O -2.02 1.83 -0.71 -0.96
H -1.16 2.07 -1.02 0.48
H -2.07 0.95 -0.78 0.48
O -2.16 -3.35 -0.75 -0.97
H -2.29 -4.01 -0.03 0.49
H -1.21 -3.25 -0.92 0.50
O 0.43 3.14 -0.81 -1.00
H 0.97 2.38 -1.15 0.51
H 0.34 3.71 -1.55 0.49
O 1.02 -3.63 -0.94 -0.99
H 1.75 -4.10 -1.30 0.49
H 1.32 -3.17 -0.17 0.49
O -2.57 2.03 1.93 -0.97
H -2.69 2.96 1.97 0.47
H -2.19 2.03 1.04 0.49
O -2.39 -0.58 0.15 -1.00
H -3.14 -0.57 0.76 0.50
H -2.26 -1.53 -0.06 0.51
O 0.23 -1.24 -2.73 -0.96
H 0.17 -1.86 -2.02 0.49
H -0.61 -0.74 -2.84 0.48
O 2.60 1.28 1.39 -0.98
H 1.89 1.76 1.87 0.50
H 2.64 0.50 1.89 0.47

# 12
36
Properties=species:S:1:pos:R:3:nbo_charge:R:1 method="wB97M-V/def2-TZVPD" spin_multiplicity=1 e_lumo_ev=-0.4386 smiles=O.O.O.O.O.O.O.O.O.O.O.O total_charge=0 gap_ev=9.78 e_tot_ha=-917.170012
O -0.64 -1.47 -0.38 -0.94
H -1.10 -0.79 0.12 0.46
H 0.29 -1.31 -0.20 0.46
O 5.14 -2.51 -1.02 -0.94
H 5.99 -2.18 -0.70 0.47
H 4.59 -2.57 -0.24 0.47
O -0.23 2.09 -1.72 -1.00
H -0.08 1.21 -1.36 0.49
H -0.14 2.68 -0.96 0.48
O 1.36 1.08 -0.22 -0.95
H 1.88 1.82 -0.56 0.48
H 1.14 1.34 0.68 0.48
O -1.22 -0.10 -3.36 -0.94
H -1.25 0.86 -3.27 0.47
H -2.12 -0.34 -3.62 0.46
O -4.36 0.37 -0.81 -0.92
H -4.22 0.41 0.15 0.45
H -4.64 1.27 -1.03 0.47
O -0.79 0.44 2.86 -0.95
H -0.37 0.02 3.61 0.50
H -1.70 0.11 2.88 0.44
O -0.56 4.18 -0.14 -0.93
H -1.32 4.38 -0.70 0.48
H -0.91 3.55 0.50 0.48
O -0.86 -1.73 3.32 -0.93
H -1.80 -1.55 3.44 0.45
H -0.67 -1.43 2.43 0.49
O 3.72 -2.00 2.35 -0.94
H 3.26 -1.45 1.70 0.47
H 4.46 -1.45 2.64 0.47
O -1.51 0.99 0.49 -0.96
H -1.71 1.00 -0.45 0.50
H -2.36 1.19 0.91 0.46
O 0.64 -2.41 -2.41 -0.92
H 1.58 -2.39 -2.18 0.46
H 0.49 -3.31 -2.72 0.46

# 13
36
Properties=species:S:1:pos:R:3:nbo_charge:R:1 method="wB97M-V/def2-TZVPD" spin_multiplicity=1 e_lumo_ev=-0.1899 smiles=O.O.O.O.O.O.O.O.O.O.O.O total_charge=0 gap_ev=9.36 e_tot_ha=-917.282483
O 1.05 2.44 -1.30 -0.98
H 0.93 3.10 -1.99 0.49
H 0.16 2.23 -1.02 0.51
O 1.66 -1.08 2.61 -1.00
H 2.43 -0.97 3.17 0.49
H 1.84 -0.54 1.84 0.51
O 0.58 0.27 -3.14 -0.96
H 0.25 -0.60 -2.92 0.47
H 0.70 0.70 -2.30 0.47
O -2.00 -0.97 -2.29 -0.98
H -1.72 -0.28 -1.70 0.49
H -1.23 -1.51 -2.43 0.46
O 2.15 0.45 0.43 -0.99
H 1.74 1.14 -0.09 0.52
H 2.97 0.26 -0.02 0.48
O -0.68 0.51 2.41 -0.98
H 0.09 -0.01 2.64 0.50
H -1.11 0.68 3.25 0.49
O 0.29 -2.52 -2.57 -0.95
H 0.74 -3.19 -3.08 0.49
H 0.75 -2.52 -1.73 0.48
O -2.50 -2.70 0.79 -0.96
H -1.64 -2.59 0.39 0.48
H -3.08 -2.89 0.05 0.47
O -0.66 0.11 -0.30 -0.99
H -0.16 -0.66 -0.01 0.48
H -1.05 0.45 0.50 0.51
O 0.53 -2.30 0.32 -0.98
H 0.68 -1.95 1.19 0.51
H 1.21 -2.97 0.21 0.49
O 0.23 3.30 2.13 -0.96
H 0.10 2.37 2.00 0.49
H 1.18 3.42 2.10 0.47
O -2.03 2.70 0.00 -0.95
H -1.79 3.61 0.16 0.48
H -2.64 2.48 0.70 0.48

# 14
36
Properties=species:S:1:pos:R:3:nbo_charge:R:1 method="wB97M-V/def2-TZVPD" spin_multiplicity=1 e_lumo_ev=-0.1825 smiles=O.O.O.O.O.O.O.O.O.O.O.O total_charge=0 gap_ev=10.20 e_tot_ha=-917.254799
O -0.61 1.12 -3.64 -0.94
H 0.27 1.23 -3.23 0.48
H -0.60 0.31 -4.14 0.48
O -2.80 -0.90 0.92 -0.98
H -2.13 -1.59 0.85 0.47
H -2.74 -0.28 0.16 0.50
O -2.25 0.43 -1.54 -1.00
H -2.17 1.34 -1.29 0.49
H -1.71 0.45 -2.32 0.50
O 2.96 -0.16 0.94 -0.94
H 2.44 -0.14 1.71 0.46
H 3.59 0.54 1.14 0.48
O 0.47 -0.66 2.72 -0.94
H 0.62 -0.97 1.81 0.51
H 1.23 -0.99 3.20 0.47
O 1.63 1.75 3.08 -0.99
H 2.21 1.60 3.80 0.46
H 1.05 0.93 2.96 0.49
O -2.85 -2.21 -1.74 -0.95
H -3.60 -1.57 -1.65 0.47
H -2.16 -1.52 -1.84 0.47
O 1.73 2.64 0.16 -0.97
H 2.20 2.28 0.94 0.47
H 1.09 1.96 0.04 0.48
O 0.12 0.24 0.11 -1.03
H -0.68 0.56 0.55 0.51
H -0.15 -0.12 -0.70 0.49
O 2.42 -2.60 -0.82 -0.95
H 2.43 -3.21 -0.11 0.48
H 2.23 -1.75 -0.55 0.48
O -1.87 1.68 1.31 -0.97
H -1.95 1.30 2.19 0.51
H -1.43 2.56 1.33 0.50
O -0.01 -1.31 -2.23 -0.97
H 0.81 -1.02 -2.59 0.48
H 0.21 -1.92 -1.51 0.50